A cluster of 2 separate species, C3H2F2O2 in total. Source: the OMol25 dataset; level of theory: ωB97M-V/def2-TZVPD.

Values from the calculation:
orbital gap = 10.48 eV
LUMO level = 0.541 eV
SMILES = F/C=C/F.O=C=O
molar mass = 108.04 g/mol
energy relative to the best compared isomer or geometry (same formula, charge and spin) = 0.682 eV

Last column: natural (NBO) charge in e.
Element x y z (Å)
F (-0.76, -0.80, 2.48)  -0.309
F (0.84, -0.87, -0.66)  -0.342
O (0.78, 2.24, -1.48)  -0.516
O (-0.97, 1.03, -2.26)  -0.503
C (-0.06, 1.66, -2.01)  1.019
C (0.48, -0.46, 0.62)  0.129
C (-0.35, -1.23, 1.33)  0.172
H (-0.90, -2.00, 1.01)  0.167
H (0.94, 0.42, 0.98)  0.184